Below is one molecule with the formula C6H8FN, with properties calculated with ωB97M-V with the def2-TZVPD basis set.

Properties
- LUMO level (eV) = 0.97
- gap between HOMO and LUMO (Eh) = 0.33674
- structure (SMILES) = Cc1c[nH]c(C)c1F
- total energy (eV) = -10557.9391
- E_HOMO (eV) = -8.19
- spin multiplicity = 1

XYZ file:
```
16
Properties=species:S:1:pos:R:3:nbo_charge:R:1
C -0.830 0.965 -0.242 -0.077
C -1.192 -0.336 0.017 -0.131
C 0.245 -1.051 0.066 0.330
C 1.173 -0.110 -0.077 0.025
C -2.602 -0.828 0.153 -0.645
C 2.650 -0.231 -0.001 -0.647
N 0.545 1.071 -0.305 -0.515
F 0.388 -2.314 0.353 -0.311
H -1.405 1.882 -0.173 0.209
H -3.198 0.091 0.511 0.222
H -2.984 -1.259 -0.787 0.220
H -2.801 -1.750 0.772 0.228
H 3.355 0.684 -0.242 0.221
H 2.951 -0.618 0.963 0.229
H 2.918 -1.033 -0.697 0.231
H 1.173 1.868 -0.421 0.411
```

Below is an isolated ion of composition C8H22OP and charge -1, with properties calculated with ωB97M-V with the def2-TZVPD basis set.

Properties
- LUMO level (eV) = 3.47
- gap between HOMO and LUMO (Eh) = 0.24832
- total energy (eV) = -19983.8443
- E_HOMO (eV) = -3.29
- charge = -1
- spin multiplicity = 1

XYZ file:
```
32
Properties=species:S:1:pos:R:3:nbo_charge:R:1
C -3.477 -0.936 -1.002 -0.977
P -1.643 -1.119 -1.601 0.874
O -1.206 -2.147 -0.265 -0.859
C -0.882 -1.383 0.951 -0.061
C 0.702 -0.846 0.981 -0.267
C 1.453 -1.550 2.266 -0.635
C 0.617 0.788 1.045 -0.421
C 1.795 1.584 0.230 -0.207
C 1.217 3.137 0.000 -0.640
C 2.124 1.006 -1.268 -0.658
H -4.068 -0.509 -1.946 0.192
H -3.916 -1.958 -0.619 0.194
H -3.519 -0.108 -0.144 0.179
H -1.357 0.093 -0.877 -0.221
H -0.269 -1.137 -2.036 -0.188
H -1.995 -2.298 -2.352 -0.176
H -1.944 -0.266 -2.759 -0.201
H -1.653 -0.516 1.194 0.176
H -0.966 -2.138 1.866 0.152
H 1.195 -1.288 0.016 0.237
H 1.784 -2.648 1.934 0.210
H 0.751 -1.695 3.210 0.203
H 2.435 -0.941 2.533 0.197
H 0.751 1.083 2.193 0.188
H -0.432 1.235 0.734 0.237
H 2.747 1.718 0.918 0.189
H 1.003 3.697 1.009 0.202
H 0.151 2.995 -0.519 0.214
H 1.866 3.747 -0.767 0.202
H 1.174 0.619 -1.854 0.261
H 2.748 1.735 -1.951 0.200
H 2.816 0.043 -1.122 0.204
```

Below is one molecule with the formula C4H5NO, with properties calculated with ωB97M-V with the def2-TZVPD basis set.

Properties
- LUMO level (eV) = 0.91
- gap between HOMO and LUMO (Eh) = 0.37812
- structure (SMILES) = Cc1cnoc1
- total energy (eV) = -7764.7031
- E_HOMO (eV) = -9.38
- spin multiplicity = 1

XYZ file:
```
11
Properties=species:S:1:pos:R:3:nbo_charge:R:1
C -1.490 -0.095 0.025 -0.622
C 0.002 -0.002 0.002 -0.193
C 0.878 -1.028 0.138 0.174
O 2.148 -0.646 0.073 -0.341
N 2.112 0.904 -0.144 -0.097
C 0.840 1.145 -0.167 -0.019
H -1.790 -1.137 0.172 0.220
H -1.925 0.489 0.843 0.220
H -1.936 0.246 -0.914 0.220
H 0.574 -2.071 0.285 0.209
H 0.586 2.195 -0.313 0.229
```

Below is C64H57AsN3O5S2V as an isolated structure, with properties calculated with ωB97M-V with the def2-TZVPD basis set.

Properties
- LUMO level (spin up / spin down) (eV) = -2.19 / -2.19
- gap between HOMO and LUMO (spin up / spin down) (Eh) = 0.26913 / 0.24415
- total energy (eV) = -190194.7178
- E_HOMO (spin up / spin down) (eV) = -9.52 / -8.83
- charge = +1
- spin multiplicity = 2

XYZ file:
```
133
Properties=species:S:1:pos:R:3:lowdin_charge:R:1
V 0.239 -0.628 0.380 0.711
C 1.753 -7.812 -4.621 -0.036
C 1.524 -6.575 -3.797 -0.250
C 1.257 -6.667 -2.434 -0.022
C 1.106 -5.524 -1.662 -0.063
C 1.218 -4.276 -2.265 -0.364
C 1.469 -4.162 -3.630 -0.041
C 1.614 -5.309 -4.383 -0.020
S 1.181 -2.910 -1.156 1.049
O -0.075 -2.030 -1.326 -0.527
C 2.503 -1.927 -1.841 -0.316
C 2.215 -0.874 -2.732 -0.057
C 3.218 -0.030 -3.095 0.015
C 4.533 -0.203 -2.593 -0.141
C 5.581 0.683 -2.954 -0.020
C 6.841 0.504 -2.466 -0.061
C 7.119 -0.562 -1.574 -0.056
C 6.133 -1.426 -1.201 -0.013
C 4.816 -1.274 -1.711 -0.117
C 3.757 -2.140 -1.329 -0.151
C 3.926 -3.247 -0.336 -0.152
C 4.565 -4.474 -0.683 -0.105
C 5.151 -4.682 -1.960 -0.008
C 5.697 -5.891 -2.280 -0.056
C 5.693 -6.953 -1.343 -0.062
C 5.136 -6.779 -0.112 -0.025
C 4.549 -5.540 0.247 -0.148
C 3.912 -5.366 1.501 0.001
C 3.286 -4.199 1.818 -0.044
C 3.307 -3.143 0.884 -0.293
S 2.281 -1.713 1.295 0.940
O 1.317 -2.237 2.330 -0.447
C 3.515 -0.684 2.020 -0.371
C 3.986 -0.911 3.303 -0.042
C 4.928 -0.040 3.824 -0.020
C 5.410 1.038 3.078 -0.252
C 6.428 1.982 3.662 -0.038
C 4.913 1.241 1.792 -0.017
C 3.958 0.389 1.257 -0.071
H 1.247 -8.675 -4.189 0.082
H 2.820 -8.041 -4.666 0.089
H 1.400 -7.679 -5.644 0.084
H 1.174 -7.642 -1.969 0.121
H 0.922 -5.596 -0.596 0.118
H 1.556 -3.188 -4.097 0.116
H 1.811 -5.228 -5.445 0.122
H 1.209 -0.742 -3.108 0.118
H 3.008 0.803 -3.756 0.129
H 5.360 1.506 -3.624 0.119
H 7.637 1.179 -2.755 0.109
H 8.123 -0.688 -1.189 0.110
H 6.344 -2.238 -0.515 0.123
H 5.158 -3.872 -2.680 0.121
H 6.142 -6.040 -3.256 0.109
H 6.133 -7.905 -1.611 0.109
H 5.130 -7.589 0.608 0.118
H 3.903 -6.192 2.203 0.124
H 2.761 -4.073 2.755 0.114
H 3.615 -1.746 3.886 0.123
H 5.299 -0.199 4.830 0.121
H 7.032 1.491 4.423 0.081
H 5.934 2.836 4.132 0.088
H 7.091 2.371 2.890 0.082
H 5.265 2.082 1.205 0.122
H 3.549 0.570 0.266 0.117
N -1.616 0.156 -0.332 -0.022
C -1.257 0.736 -1.662 -0.108
C 0.142 1.349 -1.590 -0.601
O 0.538 2.125 -2.419 0.098
O 0.861 0.911 -0.560 -0.159
H -2.392 -0.491 -0.429 0.109
H -1.926 0.909 0.278 0.021
H -1.967 1.493 -1.990 0.116
H -1.224 -0.066 -2.398 0.120
C -4.093 -2.700 5.837 -0.067
C -3.939 -1.211 6.115 -0.192
N -3.056 -0.537 5.157 -0.049
C -3.676 0.345 4.169 -0.202
C -4.426 -0.403 3.076 -0.068
C -1.721 -0.677 5.347 -0.418
O -1.244 -1.312 6.274 0.084
C -0.781 -0.007 4.379 -0.101
C 0.233 0.792 4.873 0.027
C 1.132 1.363 3.982 -0.030
C 1.018 1.080 2.640 -0.166
N 0.082 0.239 2.163 -0.096
C -0.809 -0.271 3.022 -0.084
H -4.747 -3.153 6.583 0.079
H -3.122 -3.191 5.895 0.074
H -4.523 -2.880 4.850 0.065
H -3.516 -1.073 7.109 0.121
H -4.903 -0.703 6.075 0.119
H -2.912 0.984 3.736 0.094
H -4.371 1.001 4.698 0.125
H -3.769 -1.099 2.548 0.063
H -4.839 0.305 2.354 0.076
H -5.256 -0.979 3.487 0.073
H 0.309 0.956 5.941 0.135
H 1.929 2.010 4.325 0.119
H 1.672 1.526 1.906 0.099
H -1.555 -0.938 2.604 0.123
C -2.768 6.402 4.631 -0.084
C -3.200 6.522 3.318 -0.077
C -2.791 5.605 2.356 -0.093
C -1.947 4.559 2.710 -0.386
C -1.521 4.436 4.032 -0.131
C -1.922 5.359 4.988 -0.084
As -1.326 3.204 1.458 1.385
C -2.014 3.843 -0.231 -0.364
C -3.317 3.717 -0.701 -0.119
C -3.627 4.155 -1.981 -0.083
C -2.626 4.686 -2.792 -0.064
C -1.326 4.803 -2.326 -0.013
C -1.012 4.387 -1.035 -0.205
C 0.316 4.490 -0.384 -0.198
C 1.465 5.011 -0.968 -0.014
C 2.632 5.110 -0.226 -0.067
C 2.655 4.709 1.107 -0.079
C 1.517 4.163 1.687 -0.105
C 0.358 4.036 0.934 -0.299
H -3.088 7.120 5.375 0.105
H -3.858 7.335 3.037 0.106
H -3.126 5.714 1.332 0.096
H -0.872 3.614 4.318 0.078
H -1.583 5.261 6.012 0.104
H -4.091 3.294 -0.070 0.104
H -4.642 4.080 -2.349 0.104
H -2.866 5.012 -3.796 0.107
H -0.556 5.203 -2.973 0.114
H 1.456 5.335 -2.001 0.113
H 3.529 5.505 -0.687 0.105
H 3.559 4.822 1.693 0.101
H 1.532 3.864 2.728 0.088
```

In the order shown, the computed max |F| values come out to 5.694, 3.091, 2.786, 2.042 eV/A.